(1)
Here is a structure of composition C28H26F4N5O6PbS from OMol25. Energies are from ωB97M-V/def2-TZVPD.

```
! RIJCOSX wB97M-V def2-TZVPD def2/J DEFGRID3
* xyz 1 1
Pb -0.233 -0.421 0.956
C -3.136 -2.532 1.012
C -2.533 -2.588 -0.382
N -1.956 -1.305 -0.846
C -1.269 -1.539 -2.142
C -0.384 -0.389 -2.584
C -3.024 -0.293 -1.007
C -3.007 0.820 0.039
N -1.713 1.474 -0.014
C -1.565 2.774 -0.238
C -0.246 3.241 -0.545
F 0.730 2.347 -0.597
C 0.026 4.557 -0.819
F 1.268 4.914 -1.120
C -0.981 5.509 -0.786
C -2.270 5.107 -0.463
F -3.239 6.012 -0.399
C -2.571 3.795 -0.191
F -3.817 3.502 0.171
H -3.482 -3.526 1.293
H -3.996 -1.864 1.067
H -2.412 -2.217 1.766
H -3.303 -2.906 -1.097
H -1.738 -3.332 -0.411
H -2.023 -1.760 -2.908
H -0.663 -2.437 -2.025
H -0.943 0.536 -2.733
H 0.090 -0.641 -3.532
H 0.420 -0.189 -1.870
H -4.003 -0.778 -0.971
H -2.937 0.167 -1.991
H -3.143 0.395 1.040
H -3.847 1.479 -0.149
H -0.765 6.548 -0.997
O 1.417 1.673 2.035
C 2.097 0.720 2.765
C 2.061 0.847 4.147
C 2.724 -0.077 4.935
C 3.438 -1.121 4.353
C 3.470 -1.239 2.977
C 2.784 -0.339 2.161
C 2.791 -0.571 0.672
O 3.656 -1.224 0.139
O 1.758 -0.050 0.025
H 1.746 1.633 1.121
H 1.532 1.686 4.580
H 2.700 0.030 6.012
H 3.974 -1.826 4.973
H 4.027 -2.030 2.493
O 5.612 -6.950 -2.444
S 5.253 -8.263 -1.951
O 4.881 -9.153 -3.034
O 6.304 -8.834 -1.130
C 3.805 -8.086 -0.896
N 3.357 -9.221 -0.387
C 2.281 -9.109 0.383
C 1.681 -7.884 0.637
C 2.258 -6.765 0.056
N 3.332 -6.871 -0.731
C 1.714 -5.394 0.234
C 0.984 -5.032 1.363
C 0.490 -3.746 1.448
N 0.675 -2.830 0.492
C 1.408 -3.168 -0.573
C 1.941 -4.432 -0.741
H 1.889 -10.028 0.802
H 0.793 -7.819 1.249
H 0.822 -5.723 2.179
H -0.072 -3.433 2.322
H 1.595 -2.386 -1.297
H 2.546 -4.662 -1.606
*
```

Properties
orbital gap (spin up / spin down)	0.224 / 0.205	hartree
total energy	-2797.9982	Ha
LUMO level (spin up / spin down)	-5.4 / -5.9	eV
maximum force	0.009	Eh/bohr

=====

(2)
Here is a cluster of 2 separate species, C10H16N3S in total from OMol25. Energies are from ωB97M-V/def2-TZVPD.

```
! RIJCOSX wB97M-V def2-TZVPD def2/J DEFGRID3
* xyz 1 1
C 3.756 -1.081 0.402
C 2.629 -1.851 0.308
C 3.742 0.335 0.385
C 1.409 -1.140 0.075
C 2.452 0.921 0.107
C -4.161 1.813 0.101
C -5.116 0.945 -0.660
C 0.180 -1.832 0.028
C 0.038 -3.298 0.367
C 2.296 2.404 -0.126
N 1.360 0.128 0.032
N -0.866 -1.150 -0.356
N 3.448 3.191 0.160
S -3.841 -0.035 0.204
H 4.713 -1.649 0.269
H 2.546 -2.955 0.303
H 4.642 0.975 0.408
H -4.615 2.232 1.003
H -3.408 2.393 -0.452
H -5.137 0.978 -1.748
H -6.148 1.026 -0.295
H 0.214 -3.383 1.410
H 0.634 -4.005 -0.163
H -1.040 -3.709 0.277
H 1.922 2.677 -1.143
H 1.381 2.705 0.532
H 3.925 3.719 -0.489
H 4.118 2.726 0.714
H -0.730 -0.123 -0.431
H -1.813 -1.568 -0.239
*
```

Properties
orbital gap	0.264	hartree
total energy	-952.8069	Ha
LUMO level	-4.8	eV
maximum force	0.091	Eh/bohr

=====

(3)
Here is a cluster of 8 separate species, C58H91FO27P2S in total from OMol25. Energies are from ωB97M-V/def2-TZVPD.

```
! RIJCOSX wB97M-V def2-TZVPD def2/J DEFGRID3
* xyz 0 1
C 1.742 5.213 4.134
C 1.830 5.129 2.813
C 1.776 5.042 1.197
C 0.222 4.774 0.805
C -0.116 4.681 -0.747
C 0.241 3.277 -1.515
C 1.791 3.021 -1.782
F 2.527 2.137 -0.910
C 2.742 4.346 -1.936
C 3.906 3.951 -3.043
C -0.329 3.671 -3.026
S -0.586 2.259 -4.164
O -1.679 2.683 -5.159
O 0.650 1.986 -5.043
O -1.132 0.948 -3.348
C -0.615 0.710 -2.016
C 0.768 -0.059 -2.211
C 0.698 -1.563 -2.819
C 0.412 -1.599 -4.437
C 0.672 -3.105 -5.035
O -0.112 -4.133 -4.361
C -1.396 -4.319 -5.022
P -1.961 -0.517 -1.309
C -2.669 -1.585 -2.758
O -1.273 -1.620 -0.182
C -0.652 1.996 -0.968
C -0.151 1.408 0.448
C -1.090 1.365 1.737
C -0.093 0.757 2.918
O -2.212 0.465 1.754
C -3.246 0.780 2.698
C -4.664 0.587 1.895
C -5.927 1.509 2.082
C -7.199 1.186 1.158
C -7.251 0.032 0.090
C -5.992 -0.921 -0.072
C -4.738 -0.592 0.841
P -2.492 2.389 -0.824
C -3.514 2.638 -2.349
C -3.105 3.605 0.424
H 1.284 5.310 5.194
H 2.361 4.073 0.908
H 2.234 5.965 0.680
H -0.342 5.721 1.205
H -0.135 3.919 1.480
H 0.433 5.588 -1.248
H -1.233 4.994 -0.906
H 1.886 2.557 -2.853
H 2.203 5.243 -2.417
H 3.344 4.594 -0.989
H 4.021 2.808 -3.028
H 4.918 4.442 -2.809
H 3.546 4.278 -4.106
H -1.252 4.375 -2.959
H 0.499 4.342 -3.510
H 1.483 -0.111 -1.313
H 1.372 0.510 -3.039
H 0.036 -2.304 -2.256
H 1.790 -1.978 -2.725
H -0.672 -1.296 -4.672
H 1.119 -0.857 -4.959
H 1.800 -3.361 -5.103
H 0.280 -3.070 -6.137
H -1.907 -5.237 -4.514
H -1.312 -4.556 -6.155
H -2.105 -3.420 -4.904
H -2.005 -2.502 -2.992
H -2.892 -0.960 -3.696
H -3.691 -1.978 -2.366
H -0.287 -1.653 -0.216
H 0.322 0.347 0.415
H 0.735 2.093 0.789
H -1.408 2.372 2.191
H -0.633 0.653 3.927
H 0.128 -0.335 2.560
H 0.913 1.313 2.962
H -3.272 1.851 3.108
H -3.225 0.037 3.587
H -5.917 2.368 2.845
H -8.128 1.865 1.245
H -8.153 -0.184 -0.599
H -5.929 -1.801 -0.827
H -3.817 -1.265 0.720
H -4.606 2.903 -2.026
H -3.210 3.441 -3.111
H -3.622 1.623 -2.919
H -3.996 3.140 1.019
H -3.574 4.527 -0.126
H -2.390 4.040 1.205
C -7.101 -6.747 0.438
C -6.986 -5.461 -0.352
C -7.879 -5.404 -1.556
O -7.184 -4.497 -2.401
C -5.862 -4.599 -2.075
O -4.965 -4.110 -2.710
O -5.695 -5.331 -0.936
H -6.302 -6.810 1.182
H -8.065 -6.807 0.949
H -6.994 -7.621 -0.211
H -7.141 -4.600 0.308
H -8.877 -5.029 -1.321
H -7.969 -6.362 -2.079
C 2.352 2.502 -7.059
C 2.988 3.693 -7.743
C 4.143 3.340 -8.632
O 4.901 4.544 -8.632
C 4.639 5.165 -7.444
O 5.244 6.116 -7.027
O 3.601 4.562 -6.796
H 1.651 2.834 -6.288
H 1.816 1.878 -7.778
H 3.103 1.887 -6.554
H 2.225 4.269 -8.279
H 3.828 3.080 -9.645
H 4.772 2.537 -8.234
C -0.155 1.619 8.777
C -0.033 1.595 7.268
C 1.266 2.141 6.754
O 0.911 2.580 5.448
C -0.418 2.891 5.494
O -1.012 3.464 4.620
O -0.980 2.468 6.663
H -1.180 1.390 9.081
H 0.520 0.891 9.236
H 0.077 2.610 9.178
H -0.224 0.583 6.893
H 2.051 1.384 6.709
H 1.632 3.005 7.319
C 9.032 5.733 -1.643
C 7.650 6.287 -1.368
C 7.588 7.212 -0.190
O 6.232 7.085 0.219
C 5.829 5.838 -0.161
O 4.799 5.322 0.182
O 6.752 5.254 -0.979
H 8.982 4.930 -2.382
H 9.699 6.514 -2.015
H 9.472 5.301 -0.739
H 7.248 6.756 -2.274
H 7.817 8.246 -0.456
H 8.229 6.905 0.642
C -0.978 -4.175 1.746
C -0.327 -3.996 3.100
C 1.064 -4.547 3.185
O 1.192 -4.823 4.576
C -0.070 -5.072 5.037
O -0.319 -5.516 6.127
O -1.005 -4.751 4.100
H -2.041 -3.929 1.799
H -0.505 -3.537 0.997
H -0.915 -5.210 1.408
H -0.363 -2.941 3.396
H 1.821 -3.830 2.862
H 1.199 -5.484 2.635
C -0.177 -8.304 -3.300
C -0.263 -7.103 -2.382
C 0.357 -7.323 -1.033
O -0.356 -6.399 -0.222
C -1.585 -6.238 -0.806
O -2.516 -5.668 -0.295
O -1.615 -6.812 -2.043
H -0.803 -8.153 -4.184
H 0.852 -8.478 -3.621
H -0.546 -9.207 -2.806
H 0.154 -6.220 -2.880
H 1.426 -7.104 -1.022
H 0.193 -8.329 -0.634
C 1.760 -4.532 8.829
C 2.376 -3.334 8.140
C 3.532 -3.673 7.248
O 4.271 -2.457 7.241
C 4.004 -1.835 8.427
O 4.595 -0.874 8.838
O 2.978 -2.453 9.082
H 1.056 -4.209 9.601
H 1.232 -5.166 8.112
H 2.522 -5.135 9.333
H 1.602 -2.772 7.604
H 3.218 -3.941 6.237
H 4.175 -4.464 7.646
*
```

Properties
orbital gap	0.232	hartree
structure (SMILES)	C#CCCC[C@]1([C@H](F)CC)CS(=O)(=O)O[C@](CCCCOC)(P(C)O)[C@]1(C[C@H](C)OCc1ccccc1)P(C)C.C[C@@H]1COC(=O)O1.C[C@@H]1COC(=O)O1.C[C@@H]1COC(=O)O1.C[C@@H]1COC(=O)O1.C[C@@H]1COC(=O)O1.C[C@@H]1COC(=O)O1.C[C@@H]1COC(=O)O1
total energy	-5476.3445	Ha
LUMO level	0.2	eV
maximum force	0.146	Eh/bohr

=====

(4)
Here is a structure of composition C14H21Cl3I2N3O2 from OMol25. Energies are from ωB97M-V/def2-TZVPD.

```
! RIJCOSX wB97M-V def2-TZVPD def2/J DEFGRID3
* xyz 1 1
C -1.398 0.657 -3.110
C -2.488 1.488 -2.293
I -3.823 2.729 -3.525
C -2.624 1.457 -0.859
I -4.148 2.735 0.006
C -1.683 0.515 0.034
N -1.560 -0.934 -0.093
C -2.300 -1.814 -1.030
Cl -3.715 -2.505 -0.025
C -1.452 -3.083 -1.570
C -0.827 -2.789 -3.033
Cl -2.684 -4.454 -1.854
N -0.636 -1.262 0.857
C -0.131 -0.183 1.639
C 0.930 -0.178 2.817
C 2.147 -1.154 2.329
C 1.948 -2.684 2.773
Cl 3.789 -0.604 2.944
N -0.822 0.983 1.101
O -0.826 2.282 1.403
C 0.493 2.896 1.438
C 1.533 2.438 0.325
C 3.020 2.668 0.971
O 1.463 3.314 -0.829
H -0.521 0.284 -2.472
H -1.010 1.204 -4.045
H -1.922 -0.294 -3.510
H -2.809 -1.262 -1.894
H -0.700 -3.508 -0.830
H -0.298 -3.746 -3.371
H -1.701 -2.630 -3.755
H -0.142 -1.874 -3.027
H 0.489 -0.617 3.775
H 1.417 0.826 3.033
H 2.194 -1.124 1.178
H 0.832 -2.870 2.902
H 2.555 -2.836 3.737
H 2.421 -3.394 1.999
H 0.324 4.029 1.274
H 0.894 2.830 2.520
H 1.506 1.339 0.027
H 3.557 1.662 1.165
H 2.941 3.160 2.013
H 3.662 3.375 0.340
H 2.105 2.930 -1.473
*
```

Properties
orbital gap	0.286	hartree
total energy	-2836.2553	Ha
LUMO level	-4.3	eV
maximum force	0.147	Eh/bohr